A | Entry from OMol25: 2 unconnected molecules or ions with the total composition CHN4O2 (ωB97M-V/def2-TZVPD).

Positions of all 8 atoms, in Å:
C 0.490 -0.143 0.010
N 0.916 1.048 -0.250
N 1.161 -0.862 0.846
N 2.096 1.077 0.366
N 2.209 -0.044 1.026
O -2.526 -0.471 -0.202
O -1.699 -0.937 -1.137
H -2.648 0.333 -0.659

Calculated values
- E_LUMO (alpha / beta): 2.87 / 3.79 eV
- Orbital gap (alpha / beta): 7.5694 / 8.8605 eV
- Charge: -1

B | Entry from OMol25: a gas-phase ion, CHN4O2 (charge -1) (ωB97M-V/def2-TZVPD).

Positions of all 8 atoms, in Å:
N 2.477 1.880 -0.299
C 1.556 1.204 -0.112
N 0.326 0.264 0.651
N -0.772 1.078 0.659
N -1.806 0.753 -0.128
O -1.729 -0.130 -0.978
O -2.897 1.303 0.084
H 0.382 -0.435 0.020

Calculated values
- E_LUMO: 4.07 eV
- Orbital gap: 8.5412 eV
- Charge: -1
- SMILES: N#CNN=[N+]([O-])[O-]

B is the most stable structure; the next one sits 50.8 kcal/mol above it.

A | Entry from OMol25: a molecular structure, C6H12S2 (ωB97M-V/def2-TZVPD).

Positions of all 20 atoms, in Å:
C 2.597 0.124 -0.460
C 0.124 0.526 0.088
C -0.455 -0.623 0.788
C -0.432 -1.899 -0.077
C -1.866 0.052 0.852
C -1.190 0.987 -0.152
H 2.720 1.296 -0.151
H 2.345 -0.627 0.243
H 3.470 -0.231 -1.168
H 0.626 1.337 0.691
H -0.131 -1.032 1.837
H -1.234 -2.517 0.584
H 0.608 -2.428 -0.211
H -0.663 -1.751 -1.196
H -2.133 0.340 1.961
H -2.606 -0.856 0.183
H -1.497 0.760 -1.164
H -0.159 3.375 -0.936
S 1.173 0.322 -1.495
S -1.299 2.844 -0.216

Calculated values
- E_LUMO: 0.67 eV
- Orbital gap: 9.3405 eV
- Charge: 0

B | Entry from OMol25: C6H12S2 in the gas phase (ωB97M-V/def2-TZVPD).

Positions of all 20 atoms, in Å:
C -0.265 0.816 1.602
C 1.257 0.761 1.465
C -0.849 -0.358 0.662
C 1.585 0.050 0.071
C -1.924 -0.952 -1.698
C -1.791 0.041 -0.477
S 2.438 -1.475 0.157
S 1.721 1.180 -1.258
H -0.496 0.506 2.661
H -0.561 1.829 1.424
H 1.674 1.840 1.535
H 1.751 0.144 2.212
H -0.932 -1.437 0.869
H -1.147 -1.700 -1.532
H -1.746 -0.474 -2.636
H -2.943 -1.451 -1.700
H -2.763 0.291 -0.155
H -1.190 0.874 -0.802
H 3.155 -1.619 -0.904
H 3.026 1.135 -1.498

Calculated values
- E_LUMO (alpha / beta): 0.66 / 0.02 eV
- Orbital gap (alpha / beta): 8.0195 / 7.6090 eV
- Charge: 0

B is the most stable structure; the next one sits 2.6 kcal/mol above it.

A | Entry from OMol25: C26H29N3O2 in the gas phase (ωB97M-V/def2-TZVPD).

Positions of all 60 atoms, in Å:
C 2.902 -2.293 -0.181
C 2.633 -1.042 0.597
C 3.568 -0.016 0.638
C 3.331 1.143 1.358
C 2.147 1.291 2.059
C 1.211 0.274 2.043
C 1.446 -0.892 1.320
C 0.376 -1.933 1.283
O -0.121 -2.294 0.218
C -0.026 -2.425 2.575
C 0.584 -2.197 3.810
C -0.133 -2.904 4.769
C -1.160 -3.550 4.108
N -1.083 -3.281 2.795
C -2.027 -3.733 1.811
C -3.066 -2.623 1.539
O -3.893 -2.317 2.373
N -2.968 -2.065 0.326
C -3.835 -0.982 -0.094
C -3.137 -0.058 -1.083
C -1.916 0.636 -0.474
N -1.179 1.363 -1.491
C -1.713 2.681 -1.768
C -1.150 3.162 -3.101
C 0.349 3.089 -3.103
C 1.098 3.837 -4.003
C 2.477 3.758 -4.016
C 3.125 2.923 -3.120
C 2.388 2.175 -2.222
C 1.000 2.249 -2.207
C 0.236 1.447 -1.192
H 2.096 -2.478 -0.887
H 2.959 -3.150 0.489
H 3.839 -2.214 -0.727
H 4.495 -0.128 0.095
H 4.070 1.931 1.368
H 1.954 2.194 2.618
H 0.280 0.383 2.580
H 1.457 -1.597 3.975
H 0.066 -2.946 5.821
H -1.933 -4.180 4.501
H -2.560 -4.597 2.216
H -1.504 -4.010 0.895
H -2.169 -2.277 -0.257
H -4.736 -1.404 -0.558
H -4.146 -0.438 0.803
H -3.858 0.683 -1.429
H -2.803 -0.630 -1.950
H -1.252 -0.128 -0.067
H -2.227 1.289 0.360
H -1.450 3.400 -0.969
H -2.801 2.622 -1.826
H -1.535 2.517 -3.896
H -1.481 4.183 -3.307
H 0.588 4.489 -4.699
H 3.047 4.347 -4.720
H 4.203 2.857 -3.123
H 2.885 1.523 -1.518
H 0.413 1.903 -0.196
H 0.639 0.430 -1.157

Calculated values
- E_LUMO: 0.14 eV
- Orbital gap: 8.5255 eV
- Charge: 0
- SMILES: Cc1ccccc1C(=O)c1cccn1CC(=O)NCCCN1CCc2ccccc2C1

B | Entry from OMol25: C26H29N3O2 in the gas phase (ωB97M-V/def2-TZVPD).

Positions of all 60 atoms, in Å:
C -6.297 -1.887 0.218
C -6.858 -0.536 -0.102
C -7.957 -0.413 -0.941
C -8.499 0.825 -1.239
C -7.942 1.967 -0.694
C -6.844 1.857 0.141
C -6.294 0.620 0.445
C -5.097 0.534 1.355
N -3.936 -0.014 0.668
C -2.840 -0.280 1.577
C -1.726 -1.025 0.850
C -1.224 -0.190 -0.330
O -0.282 -0.902 -1.116
C 1.004 -1.027 -0.711
C 1.819 -1.804 -1.541
C 3.148 -1.992 -1.241
C 3.717 -1.393 -0.117
C 5.161 -1.643 0.153
O 5.719 -2.673 -0.169
N 5.800 -0.632 0.798
C 7.220 -0.662 1.068
C 7.956 0.451 0.365
C 7.621 1.786 0.578
C 8.320 2.766 -0.107
C 9.331 2.383 -0.974
C 9.595 1.028 -1.107
N 8.927 0.091 -0.460
C 2.905 -0.631 0.712
C 1.563 -0.451 0.428
C -2.413 0.136 -1.231
C -3.501 0.835 -0.425
H -6.749 -2.650 -0.410
H -6.496 -2.137 1.260
H -5.220 -1.886 0.075
H -8.396 -1.303 -1.369
H -9.355 0.897 -1.895
H -8.357 2.938 -0.917
H -6.405 2.750 0.566
H -4.880 1.534 1.773
H -5.328 -0.135 2.191
H -2.437 0.655 2.012
H -3.214 -0.898 2.398
H -0.912 -1.250 1.542
H -2.112 -1.968 0.461
H -0.781 0.750 0.032
H 1.374 -2.253 -2.414
H 3.775 -2.604 -1.871
H 5.318 0.241 0.937
H 7.593 -1.623 0.708
H 7.390 -0.588 2.150
H 6.837 2.054 1.272
H 8.082 3.811 0.036
H 9.899 3.114 -1.527
H 10.377 0.671 -1.764
H 3.302 -0.194 1.618
H 0.965 0.138 1.106
H -2.090 0.770 -2.057
H -2.801 -0.795 -1.643
H -3.119 1.805 -0.051
H -4.362 1.034 -1.066

Calculated values
- E_LUMO: 0.61 eV
- Orbital gap: 9.2052 eV
- Charge: 0
- SMILES: Cc1ccccc1CN1CCC(Oc2ccc(C(=O)NCc3ccccn3)cc2)CC1

A is the most stable structure; the next one sits 8.6 kcal/mol above it.

A | Entry from OMol25: 2 unconnected molecules or ions with the total composition CH2FO4S (ωB97M-V/def2-TZVPD).

Positions of all 9 atoms, in Å:
C 0.437 1.200 -0.354
O -1.987 2.392 -0.208
O -0.545 1.957 1.738
O -1.727 0.106 0.647
O 0.922 1.913 -1.184
F -0.247 -1.482 -0.403
S -1.136 1.464 0.497
H 1.006 0.413 0.165
H -0.922 -0.860 0.054

Calculated values
- E_LUMO: 4.12 eV
- Orbital gap: 9.9730 eV
- Charge: -1

B | Entry from OMol25: a molecular structure, CH2FO4S (ωB97M-V/def2-TZVPD).

Positions of all 9 atoms, in Å:
C 0.052 -0.732 -0.289
O 2.160 0.176 -1.145
O 0.878 1.563 0.591
O 0.091 1.333 -1.660
O -0.052 -1.500 0.632
F -0.229 -1.317 -1.522
S 0.936 0.774 -0.621
H -1.751 -0.007 1.670
H -2.084 -0.290 2.346

Calculated values
- E_LUMO: 4.21 eV
- Orbital gap: 9.9215 eV
- Charge: -1

C | Entry from OMol25: a gas-phase ion, CH2FO4S (charge -1) (ωB97M-V/def2-TZVPD).

Positions of all 9 atoms, in Å:
O -2.141 -0.926 1.174
S -1.473 0.357 1.266
O -2.151 1.489 0.689
O -1.051 0.596 2.607
C 0.102 0.090 0.239
O 0.329 -1.305 0.993
F 1.672 -1.697 0.772
H 0.072 0.030 -0.863
H 0.663 0.887 0.665

Calculated values
- E_LUMO: 4.01 eV
- Orbital gap: 9.0502 eV
- Charge: -1
- SMILES: O=S(=O)([O-])COF

A is the most stable structure; the next one sits 28.7 kcal/mol above it.